Record 1
A molecular structure, C45H39F15GeN3O16P2S4SbSr in a non-equilibrium geometry, computed with ωB97M-V/def2-TZVPD.

Values from the calculation:
E_LUMO = 3.6 eV
energy relative to the best compared isomer or geometry (same formula, charge and spin) = 1.698 eV
2S+1 = 1
net charge = -2
HOMO-LUMO gap = 7.83 eV

Atoms and positions in Å:
Sb -2.69032 2.00261 -0.12237
Sr 0.82113 -0.78997 -0.45651
Ge 7.45642 0.03090 0.11880
S -1.06053 -4.51426 -3.67492
S -1.77590 -2.49586 -2.10455
S 4.78183 -3.96116 -1.05440
S 2.19968 -3.29179 -1.37007
P -0.52804 1.07314 2.53810
P 0.93738 3.00197 0.28651
F -3.48297 -0.66189 -2.94345
F -4.29191 -2.66030 -2.96750
F 5.37098 -6.26515 0.07739
F -2.89828 -2.01700 -4.50613
F -2.71059 3.17883 -6.28865
F -6.72553 -2.74849 0.44010
F 2.30682 -2.32911 -3.98434
F 3.53343 -1.21970 -2.58337
F 0.25566 -6.66178 -2.84864
F 4.09578 -6.46994 -1.64976
F 3.27214 -5.76538 0.22861
F -6.63454 6.64544 1.43015
F 1.48099 -0.67804 -2.88973
F -0.34510 -5.40658 -1.19898
F -1.81279 -6.60253 -2.23615
O 1.10366 -3.14823 -0.42759
O 3.04978 0.24442 2.98912
O 5.00079 -3.99134 -2.46949
O 0.89785 1.81877 -0.61408
O 0.31892 0.58845 3.83248
O -2.32316 -3.42565 -1.16753
O -0.14695 -4.81656 -4.73336
O -1.89260 1.44893 2.97336
O -2.47528 -4.63887 -3.89274
O 2.20564 3.78738 0.48043
O 2.12830 -4.47270 -2.16718
O 2.88905 -0.04803 0.78501
O -0.34088 0.05527 1.44668
O 5.88433 -3.64895 -0.18713
O -1.33895 -1.21465 -1.59005
O -0.20025 4.06027 -0.21201
N -0.63237 -3.06078 -3.08286
N 3.55012 -3.03843 -0.56696
N 1.78236 2.58928 2.74529
C -2.83186 2.37146 -2.24295
C -3.74649 -0.72179 0.73730
C -5.86294 -1.70996 0.30528
C -5.09583 3.37083 1.32792
C 7.77596 4.68795 1.04265
C -5.96012 4.39987 1.68544
C -2.74833 2.90258 -4.95925
C 7.07970 4.21627 -0.06172
C 8.40377 2.43141 1.59413
C 10.07647 -2.70427 3.00273
C 5.56182 -0.33836 0.34053
C 8.78597 -3.07192 2.65086
C 0.42880 2.63744 2.07746
C 8.09683 -1.98399 -3.51959
C -5.78789 5.63431 1.09628
C 4.33245 -5.72774 -0.57682
C -5.40365 0.46841 -0.51812
C 8.55029 -1.05974 1.32445
C -1.58980 2.51031 -4.32624
C 7.67817 -1.62632 -2.24590
C 8.02993 -2.25625 1.81780
C 9.85875 -0.71767 1.66736
C 5.05330 -0.20821 1.77107
C 7.05830 2.85661 -0.33644
C 8.76861 0.49729 -2.48010
C -3.94839 3.03913 -4.29193
C -4.61152 -1.80212 0.87156
C -4.78613 5.88367 0.18254
C -6.28422 -0.59568 -0.39290
C -3.93354 4.84029 -0.15685
C -0.30107 3.84671 2.65807
C 9.18972 0.14265 -3.75584
C -3.97573 2.77300 -2.92926
C -4.12889 0.42296 0.04143
C 10.61645 -1.52677 2.50293
C 8.01116 -0.38144 -1.70864
C -1.64215 2.24996 -2.96137
C 7.72371 1.93999 0.48089
C 8.85667 -1.10042 -4.27508
C -3.20404 -1.93861 -3.21411
C 2.34140 -1.75055 -2.81373
C 8.43716 3.79312 1.87060
C 3.54352 0.00680 1.84388
C -0.70746 -5.86169 -2.38786
C -4.08086 3.56815 0.39396
H 10.30439 0.18785 1.26881
H 5.51916 0.63458 2.29273
H -1.27300 3.95691 2.18437
H 7.82146 -2.95122 -3.92094
H 6.53284 4.90188 -0.69657
H -0.47891 3.70115 3.72703
H -0.73093 1.95491 -2.45063
H -4.31521 -2.70408 1.38930
H 7.07210 -2.32488 -1.67683
H -7.27356 -0.57670 -0.83105
H 5.02999 0.39001 -0.27605
H 10.66403 -3.33683 3.65738
H 5.33133 -1.31752 -0.06844
H 7.03138 -2.57269 1.53752
H 9.77376 0.83961 -4.34555
H 8.96872 4.15231 2.74398
H -5.21971 2.39926 1.79236
H -2.75623 -0.78045 1.17500
H -4.83323 3.34767 -4.83348
H 0.23225 4.91752 -0.30323
H 6.49246 2.50614 -1.19374
H -3.14176 5.02850 -0.87446
H 1.70511 2.89677 3.70997
H 7.78785 5.74789 1.26582
H -4.68092 6.87113 -0.24782
H 9.02987 1.47393 -2.08575
H -6.75150 4.25288 2.40873
H 0.27566 4.76306 2.50033
H 8.36221 -3.99750 3.02059
H 2.38099 3.21944 2.17691
H 8.90176 1.74662 2.27044
H -0.66935 2.41780 -4.88748
H 9.18287 -1.37859 -5.27007
H -4.91503 2.89447 -2.40188
H 5.27456 -1.09268 2.37376
H -5.73052 1.34490 -1.06522
H 2.23287 1.62534 2.76890
H 11.62996 -1.24106 2.75928
H 1.12241 0.10556 3.56672

Forces on atoms 1 to 3 (eV/Å):
0.032 -0.056 0.002
-0.390 2.732 1.609
0.050 -0.073 0.052

Results of the Mulliken charge analysis, in e, for atoms 1 through 99:
1. Sb 0.44
2. Sr 2.38
3. Ge 2.40
4. S 1.01
5. S 1.16
6. S 0.66
7. S 0.51
8. P 0.42
9. P 0.56
10. F 0.03
11. F -0.24
12. F -0.23
13. F -0.26
14. F -0.38
15. F -0.39
16. F -0.17
17. F -0.21
18. F -0.25
19. F -0.20
20. F -0.21
21. F -0.37
22. F -0.19
23. F -0.16
24. F -0.26
25. O -1.06
26. O -1.03
27. O -0.63
28. O -0.34
29. O -0.63
30. O -0.72
31. O -0.76
32. O -0.74
33. O -0.63
34. O -1.01
35. O -0.44
36. O -0.07
37. O -0.31
38. O -0.53
39. O -0.20
40. O -0.25
41. N -0.14
42. N 0.36
43. N 0.07
44. C 0.17
45. C -0.43
46. C 0.29
47. C -0.50
48. C -0.43
49. C -0.60
50. C 0.41
51. C -0.82
52. C -0.34
53. C -0.41
54. C 0.03
55. C -0.85
56. C 0.85
57. C -0.71
58. C 0.44
59. C 0.57
60. C -0.12
61. C 0.27
62. C -0.76
63. C -0.49
64. C -0.14
65. C -0.27
66. C -0.54
67. C -0.38
68. C -0.61
69. C -0.84
70. C -0.44
71. C -0.65
72. C -0.83
73. C -0.32
74. C -1.72
75. C -0.58
76. C -0.20
77. C 0.19
78. C -0.72
79. C 0.15
80. C -0.35
81. C 0.00
82. C -0.41
83. C 0.40
84. C 0.27
85. C -0.61
86. C -0.05
87. C 0.65
88. C -0.29
89. H 0.45
90. H 0.24
91. H -0.01
92. H 0.45
93. H 0.38
94. H 0.56
95. H 0.46
96. H 0.47
97. H 0.49
98. H 0.43
99. H 0.52


Record 2
2 unconnected molecules or ions with the total composition CH4INO2 in a non-equilibrium geometry, computed with ωB97M-V/def2-TZVPD.

Values from the calculation:
⟨S²⟩ = 2.0084
E_LUMO (alpha / beta) = -0.3 / -3.3 eV
energy relative to the best compared isomer or geometry (same formula, charge and spin) = 1.307 eV
2S+1 = 3
net charge = 0
HOMO-LUMO gap (alpha / beta) = 4.41 / 5.25 eV

Atoms and positions in Å:
I 2.66821 -0.88167 0.73402
O -0.23611 0.13246 0.54790
O 3.14468 -1.06278 3.64755
N -0.39151 0.00024 -0.76134
C 2.61993 -0.46098 2.77481
H -0.26664 -0.96309 -0.94565
H 0.17041 0.57804 -1.41759
H -1.32535 0.41810 -0.88218
H 2.10724 0.45311 2.91786

Forces on atoms 1 to 3 (eV/Å):
-0.228 -0.250 -2.481
1.913 0.509 2.617
2.627 -2.674 2.685

Charge distribution, Mulliken scheme, values in e:
1. I 0.24
2. O -0.58
3. O -0.47
4. N -0.17
5. C -0.36
6. H 0.29
7. H 0.30
8. H 0.30
9. H 0.45